72
Properties=species:S:1:pos:R:3:mulliken_spin:R:1 method="wB97M-V/def2-TZVPD" de_lowest_kcal_mol=7.6 spin_multiplicity=2 orbital_gap_ha="0.1794 / 0.2912" total_charge=+1 lumo_energy_ha="-0.0852 / -0.0852" s_squared=0.75
Cu 0.401 -2.396 -1.199 0.00
P -1.902 1.651 1.053 -0.20
P 1.408 -0.408 -2.117 0.01
N -1.318 0.725 -1.956 0.03
C -3.074 0.992 -0.177 0.06
H -3.301 -0.038 0.149 -0.01
H -4.020 1.543 -0.066 0.00
C -2.724 0.929 -1.679 0.00
H -3.279 0.079 -2.103 0.00
H -3.096 1.844 -2.183 0.00
C -1.056 0.311 -3.342 0.01
H -0.955 1.203 -3.994 0.00
H -1.938 -0.242 -3.704 0.00
C 0.162 -0.611 -3.487 0.00
H 0.637 -0.448 -4.461 0.00
H -0.191 -1.654 -3.452 0.00
C 2.831 -1.573 -2.504 -0.01
C 2.676 -2.866 -1.685 0.00
H 1.712 -3.414 -1.810 0.00
H 2.898 -2.694 -0.623 0.00
H 3.429 -3.575 -2.053 0.00
C 2.002 1.265 -2.722 0.00
C 2.949 1.957 -1.745 0.00
H 3.135 2.973 -2.119 0.00
H 3.914 1.446 -1.677 0.00
H 2.505 2.024 -0.745 0.00
C -2.237 3.270 1.824 0.07
C -1.339 3.514 3.044 -0.01
H -1.298 4.593 3.239 0.00
H -0.311 3.170 2.892 0.01
H -1.742 3.036 3.947 0.00
C -1.862 0.284 2.280 0.02
C -0.654 0.290 3.210 0.01
H -0.631 -0.663 3.756 0.00
H -0.718 1.092 3.956 0.00
H 0.288 0.402 2.661 0.00
C -0.261 1.965 0.300 0.69
C 2.546 1.225 -4.157 0.00
H 2.878 0.227 -4.476 0.00
H 1.779 1.569 -4.865 0.00
H 3.399 1.910 -4.248 0.00
C -3.712 3.549 2.149 0.02
H -3.808 4.589 2.496 0.00
H -4.358 3.425 1.271 0.00
H -4.075 2.898 2.956 0.00
C -3.183 0.245 3.061 0.00
H -3.229 -0.688 3.637 0.00
H -3.250 1.079 3.774 0.00
H -4.064 0.266 2.405 0.00
C 4.219 -0.980 -2.251 0.00
H 4.309 -0.596 -1.225 0.00
H 4.969 -1.774 -2.372 0.00
H 4.481 -0.188 -2.960 0.00
H 2.717 -1.799 -3.575 0.00
H -1.785 -0.625 1.645 -0.02
H 1.067 1.849 -2.730 0.00
H -1.933 3.988 1.042 0.02
O 0.823 1.635 0.782 0.32
H -0.826 1.661 -1.750 -0.02
H -0.353 2.522 -0.689 0.03
S -1.156 -2.827 0.252 0.00
C -0.106 -3.374 1.490 0.00
N -0.205 -4.561 2.115 0.00
C 0.848 -4.789 3.090 0.00
C 1.618 -3.472 3.073 0.00
N 0.934 -2.709 2.044 0.00
H -0.894 -5.251 1.845 0.00
H 1.477 -5.632 2.782 0.00
H 0.421 -5.008 4.074 0.00
H 2.669 -3.617 2.802 0.00
H 1.564 -2.958 4.039 0.00
H 1.178 -1.763 1.770 0.00